Density functional theory data (the ωB97M-V functional and the def2-TZVPD basis) for a structure of composition C12H31BLiNO4P2 at a distorted geometry.

```
52
Properties=species:S:1:pos:R:3:forces:R:3
C -2.4384 2.0167 3.4041 0.18 -0.06 0.04
O -2.4411 1.9820 1.9970 0.01 -0.15 0.17
C -3.4407 1.1858 1.3863 0.07 0.10 -0.40
C -2.8168 -0.0083 0.6754 0.13 0.05 0.13
C -2.4184 -1.1422 1.6316 0.09 0.44 0.29
C -1.0003 -0.9727 2.2215 -0.16 -0.29 0.21
C -0.0896 -2.2004 2.0939 0.17 0.17 -0.28
C -0.0739 -2.8805 0.7147 0.08 0.17 0.26
C -0.0333 -1.8998 -0.4668 0.27 -0.27 -0.09
C 1.0815 -2.2310 -1.4559 -0.52 -0.47 -0.20
C 1.0014 -1.4946 -2.8020 0.60 0.49 0.36
C 0.4735 -0.0497 -2.7872 0.16 0.15 -0.52
C 1.4782 1.0943 -2.4905 -0.37 0.00 0.65
B 1.4315 1.7308 -0.9529 -0.20 -0.34 -0.57
P 3.0605 1.4891 0.0876 0.54 0.90 -0.06
N 3.7065 -0.1123 -0.5104 1.15 -1.45 -0.50
O 2.5896 1.0265 1.6300 -0.13 -0.44 -0.23
P 1.2590 3.6915 -0.9529 0.20 -0.11 0.91
O 2.1352 4.1702 -2.2893 -0.29 0.33 -0.20
O -0.3274 3.9282 -1.3942 0.07 0.34 -0.48
H -2.8744 1.1122 3.8391 -0.09 0.01 0.00
H -2.9671 2.8958 3.7845 -0.09 -0.03 0.01
H -1.4012 2.0671 3.7366 0.03 0.08 -0.01
H -4.1858 0.8550 2.1179 -0.05 0.06 0.02
H -3.9341 1.8121 0.6382 -0.12 0.05 0.08
H -1.9251 0.3894 0.1829 -0.03 -0.11 -0.20
H -3.4999 -0.3554 -0.1034 -0.07 -0.06 0.05
H -3.1195 -1.1086 2.4703 -0.15 -0.28 -0.08
H -2.5363 -2.1188 1.1628 0.04 0.01 -0.09
H -0.5116 -0.0967 1.7946 -0.02 0.00 -0.11
H -1.0932 -0.7622 3.2893 0.09 0.12 0.01
H 0.9302 -1.8603 2.3058 0.02 -0.03 0.14
H -0.3363 -2.9454 2.8538 -0.02 -0.02 0.02
H 0.8133 -3.5213 0.6788 -0.05 -0.10 0.00
H -0.9326 -3.5486 0.6343 0.00 -0.03 -0.12
H -0.9815 -1.9354 -1.0067 -0.08 0.22 0.06
H 0.1339 -0.8830 -0.1125 -0.20 0.09 -0.03
H 2.0383 -2.0755 -0.9573 0.13 0.09 0.04
H 1.0346 -3.3072 -1.6595 0.10 -0.02 -0.01
H 0.4335 -2.0835 -3.5228 -0.17 -0.07 0.15
H 2.0224 -1.4471 -3.2123 -0.06 -0.09 -0.19
H -0.3799 0.0594 -2.1192 -0.05 -0.11 0.01
H 0.0914 0.1216 -3.7991 -0.11 -0.03 0.01
H 2.4847 0.8099 -2.8376 0.00 0.01 -0.14
H 1.1847 1.9063 -3.1665 0.16 0.00 -0.11
H 0.4574 1.3491 -0.3322 0.11 -0.05 0.11
H 3.2893 -0.8681 0.0339 -0.46 0.10 -0.07
H 3.3509 -0.2292 -1.4647 -0.75 0.23 0.17
H 2.9387 0.1678 1.8868 0.01 0.13 0.20
H 1.7342 3.9146 -3.1300 0.17 -0.23 0.00
H -0.5074 3.7475 -2.3261 -0.09 -0.26 0.10
Li 5.1113 -1.3849 -1.3999 -0.29 0.75 0.50
```
Forces are in eV/Å.

Charge = 0
E_LUMO = -2.205 eV
Frontier orbital gap = 0.14563 Ha